Computed, not measured: 14 unconnected molecules or ions with the total composition C84H207N11O9 in a non-equilibrium geometry, with ωB97M-V with the def2-TZVPD basis set.

Last column: Mulliken charge in e.
Geometry (Å):
H 3.38 -2.29 -3.60  0.564
N 3.60 -4.22 -2.69  0.393
H -4.56 -3.25 6.41  0.135
C 6.38 2.67 -4.00  -0.545
H 2.42 0.61 -3.04  0.240
C 2.22 6.15 -0.88  2.058
C 1.33 -2.02 8.01  -1.340
H 1.59 4.33 -7.59  0.219
H 4.21 7.72 -2.90  0.318
N -1.08 0.13 0.02  1.716
H 2.01 2.97 -3.95  -0.046
H 7.90 1.24 4.34  0.376
H -1.07 -3.96 5.02  -0.108
C 3.86 6.95 -3.64  -0.429
C -4.56 2.78 8.60  -1.240
H -2.86 -0.75 -0.22  -0.830
H -7.13 2.84 -3.68  0.503
H 2.02 -2.61 7.44  0.242
H 0.78 -2.72 8.63  0.348
O -6.12 -2.68 3.26  -0.473
C 2.15 3.44 -7.77  -1.819
C -2.84 0.95 -1.53  0.923
N -0.77 -6.00 -1.93  0.305
H 1.60 -7.76 -1.83  0.253
H -1.26 1.90 -5.21  -0.080
H -0.18 -4.56 6.38  0.379
H 7.48 2.90 -4.27  0.155
H 4.51 3.69 -4.06  0.009
H -8.07 0.66 -4.17  0.478
C -6.44 1.98 -3.59  -0.790
H 0.50 5.49 -6.06  0.202
N -4.69 4.35 0.61  1.419
C -1.08 -4.08 6.11  -1.114
C 0.71 6.14 -5.16  -1.311
H 3.63 -5.97 1.50  0.359
H 3.05 -5.96 4.31  0.547
C -2.39 3.12 5.37  -1.475
H -0.07 1.62 -7.35  0.634
C 4.49 -0.68 2.45  -0.058
H -4.37 -1.71 2.71  -0.090
H 2.08 3.10 1.43  -0.336
H -4.77 5.23 -2.01  -0.058
C -4.40 -4.35 3.89  0.434
H -3.17 6.46 1.68  0.427
H 0.92 4.46 1.22  -0.163
H 2.07 -4.79 -4.76  0.216
H 6.33 -3.61 -2.89  0.248
H 0.41 -0.33 3.14  -0.300
H 5.02 -4.98 1.36  0.169
H -1.04 -7.87 0.15  0.416
C -1.04 -3.69 -2.72  -0.642
H -0.42 -5.37 -3.93  0.489
H -1.91 -4.72 6.31  0.531
H 1.18 5.90 -0.49  -0.547
H 3.99 4.53 1.43  0.585
C -2.98 5.47 2.12  -1.093
C -1.17 4.26 -0.74  -1.009
C -7.40 -0.61 -0.38  -0.856
C -2.45 0.28 2.16  1.457
H 5.90 -2.28 2.13  -0.051
H -0.13 3.87 -4.42  -0.299
H -1.03 -7.34 -3.44  0.517
C -0.31 -5.00 -2.86  -0.280
H -6.41 4.61 -1.81  0.222
H -1.35 -0.27 5.29  0.153
C 0.48 -1.06 7.18  -0.173
H -3.65 -3.59 3.95  -0.165
H -2.25 -2.29 6.42  -0.306
H 0.92 0.41 -6.66  0.325
C -2.20 -0.17 -0.83  1.188
O 2.52 7.05 -4.01  -0.463
H 8.19 -3.04 4.52  0.354
H -2.23 4.19 -0.49  0.111
N 6.05 1.37 -4.42  1.363
H 4.38 2.17 -1.23  -0.050
C 5.92 -3.98 -3.80  -0.874
H 2.27 0.87 -0.35  -0.151
H 1.94 -3.01 -2.95  -0.674
H -5.19 -4.00 1.97  0.248
C -6.99 0.76 -4.36  -1.054
H 4.53 -0.09 -6.00  0.065
O 1.11 -4.51 2.01  0.068
H 2.33 3.35 -0.75  -0.907
H 8.85 0.20 5.26  0.261
H -1.14 -2.69 7.70  0.720
C -1.63 4.42 -3.08  -0.479
H 0.08 -2.81 0.52  -0.812
H -2.13 -3.84 -2.69  0.371
C 8.64 0.52 4.21  -1.463
H 1.47 -0.68 0.17  -0.777
H -8.20 0.11 -0.44  0.386
H 5.02 -5.74 -2.97  0.522
H 1.02 -8.79 -3.12  0.443
H -5.05 5.13 2.60  0.337
H -1.48 4.58 -5.22  0.360
H 4.08 -0.69 3.47  0.157
H -4.75 -2.74 -4.05  0.504
H -2.37 3.64 -3.22  0.001
H 5.37 0.06 -2.27  -0.098
O -4.81 -4.86 5.11  -0.547
C 0.72 -3.31 2.47  0.814
H -5.20 3.01 7.72  0.271
C -8.53 -1.80 -3.85  -1.199
C 4.41 -5.48 2.08  -0.793
H 3.22 4.05 -2.10  -0.764
O -1.54 -3.53 1.71  0.120
C 2.73 -3.44 -0.60  0.072
C -5.43 5.48 0.03  -0.573
H -3.78 -0.47 9.23  0.425
H 1.97 -1.45 8.74  0.422
H 1.03 0.53 4.60  0.485
C 1.62 2.02 -4.40  0.133
H 2.28 7.98 0.39  0.441
C -0.87 0.92 -5.53  -0.843
H 6.66 -3.64 3.87  0.073
C -4.02 0.26 7.12  -0.096
H -2.33 4.04 5.93  0.435
H -2.77 1.77 9.06  0.399
H 5.05 -6.28 2.53  0.307
H 6.02 -0.87 -6.34  0.518
H 4.57 -4.50 -0.92  0.669
H 1.99 -0.13 -4.57  0.187
O 3.90 -4.59 3.04  -0.098
C -1.46 0.93 1.18  -0.386
H -3.57 0.54 -2.20  -0.202
C -6.78 3.03 1.07  -1.469
H 1.26 0.87 1.11  -0.097
C 4.40 3.06 -0.61  -1.476
C -0.51 -7.35 -2.50  -0.598
C -5.79 -1.33 1.18  0.118
H -2.47 0.86 3.11  -0.517
H 1.64 2.86 -8.56  0.435
H -5.01 -0.83 -5.66  0.359
C -5.04 -0.69 -4.60  -1.082
H 7.26 1.24 -6.23  0.337
H -0.39 -4.89 -0.23  -0.751
C 6.53 -1.60 4.69  -0.420
H 1.99 8.25 -1.32  0.446
H 4.59 7.11 -4.44  0.432
H -9.15 -2.62 -4.19  0.420
O -0.75 4.02 -2.05  1.390
H 6.88 -1.05 5.59  0.401
C -3.19 2.30 8.19  -0.643
C -0.33 -2.76 1.58  1.340
H -6.57 -0.19 -0.96  0.038
O -0.33 5.95 -4.23  -0.494
H 6.66 1.23 -1.83  0.464
C -0.36 -5.92 -0.58  1.219
H -6.83 3.69 1.95  0.353
H 0.75 -5.79 3.59  0.507
H -6.35 5.69 0.59  0.371
H 1.83 -6.40 2.41  0.540
C 2.47 -3.77 -4.84  -1.933
H -5.56 2.97 -0.58  0.070
C -4.27 4.66 1.99  -1.328
C 8.09 -0.44 3.18  -0.205
H -0.78 5.25 -0.47  0.520
N -3.15 1.43 7.01  0.540
H 5.72 2.13 -6.40  0.290
H 0.38 -3.39 3.52  -0.152
H 6.96 -0.54 -1.83  0.556
H -4.44 2.60 5.83  0.303
C 3.98 -3.70 -1.38  -0.542
C 2.75 -5.06 3.79  -0.955
H -7.48 -1.37 -5.69  0.391
H 3.14 3.11 -5.90  -0.571
H -5.84 -2.37 0.72  0.102
H -1.40 2.66 5.43  0.223
C -5.54 -3.92 2.98  -0.487
H -2.24 -6.51 0.40  0.299
H -4.19 -0.27 6.17  -0.199
H 4.22 -5.17 -4.40  0.526
H -5.62 -4.62 6.86  0.358
C -7.28 -1.58 -4.63  -0.605
C 2.84 -3.22 -3.50  0.690
C -0.62 -0.99 4.92  1.262
C 2.12 5.91 -4.74  1.119
H 1.13 -0.38 6.65  0.375
C 1.03 -7.74 -2.73  -0.826
H -0.91 -6.59 1.41  0.268
H -6.72 -2.50 -4.64  0.331
H -4.99 -0.74 0.66  0.038
H -3.45 1.33 5.03  -0.830
H -6.90 0.91 -5.44  0.366
H 0.69 -6.26 -0.53  0.048
C -1.25 -2.68 6.60  -0.600
C 6.86 0.34 -3.79  -0.835
H 0.67 1.83 -3.86  -0.553
H -6.37 -4.64 3.06  0.408
C 1.36 0.42 0.15  0.429
H -2.01 -3.39 -0.34  -0.867
H 9.55 0.95 3.86  0.456
H -2.19 5.31 -2.83  0.340
H -0.54 -1.78 1.89  -0.357
H 2.99 1.72 -6.91  -0.072
H 6.42 -0.82 1.40  0.155
H 8.08 0.15 2.23  0.266
C 6.20 1.27 -5.90  -0.452
N 1.24 2.29 -5.81  1.250
H -2.32 -0.76 2.39  -1.152
H -0.56 1.25 1.67  1.244
H 2.24 5.05 -4.08  -0.734
H 6.62 -4.53 -4.42  0.485
H -6.04 6.32 -1.91  0.494
H -7.71 -1.54 -0.79  0.539
C 5.52 0.06 -6.46  -1.400
H 1.92 4.25 2.78  0.551
H -1.78 -0.89 -1.54  -0.017
H -2.46 3.12 7.97  0.549
C 4.69 -4.87 -3.47  -0.993
H 1.45 -1.15 4.34  0.336
C -1.16 -6.77 0.39  -1.706
C 0.07 0.78 -0.63  0.881
C -5.30 -3.98 6.08  -0.641
H -4.15 3.78 2.58  0.696
H -1.02 -1.66 4.19  -1.003
H -2.17 4.95 1.56  -0.111
C -2.48 -3.40 0.68  1.098
H -4.42 3.66 9.24  0.402
C 1.59 -5.49 2.97  -0.771
H -2.36 -0.75 8.13  0.090
H 4.45 2.72 0.45  0.184
H -8.26 -2.05 -2.86  0.181
H 2.95 -3.16 0.40  0.263
H 1.52 -7.03 -3.42  0.034
C -3.48 -0.74 8.21  -1.170
H 2.13 -2.61 -1.06  -0.466
H -0.63 0.43 -4.62  -0.009
C 3.21 3.97 -0.99  2.186
C 1.90 4.16 1.67  0.221
H -4.58 0.26 -4.40  0.254
H 3.04 5.92 1.57  0.510
N -0.16 -1.82 6.09  0.895
H 4.07 6.01 -3.13  -0.088
H -4.21 -1.51 -2.85  -0.196
O -7.06 -0.69 0.99  -0.505
H 1.56 -2.61 2.47  -0.954
H 4.34 0.34 2.06  -0.077
H -3.39 1.59 -0.81  -0.320
H 3.47 0.85 -4.40  -0.608
H -5.79 -0.62 3.21  0.204
C 6.46 0.31 -2.32  -0.945
H -7.05 2.02 1.47  0.353
H 4.58 -2.78 -1.47  -0.027
H 5.30 3.65 -0.81  0.523
C -5.36 3.06 0.49  0.971
C 0.33 1.31 -6.41  -0.674
H -6.18 -3.42 5.74  0.277
N 6.71 -0.76 3.47  0.493
H 0.83 -4.94 -2.71  0.149
H 3.09 3.79 -8.20  0.477
H 0.62 7.14 -5.57  0.456
H -2.72 5.60 3.17  0.461
H -0.19 -0.47 7.78  0.045
H -3.44 0.33 1.64  -0.697
H -2.49 3.39 4.35  0.331
C -0.87 4.68 -4.31  -0.123
H -3.89 -1.75 8.01  0.343
H 5.60 4.09 -5.47  0.396
H -4.82 6.43 0.18  0.393
C 2.42 2.59 -6.58  0.839
H -5.45 2.34 -3.85  0.251
H 5.58 -3.15 -4.43  0.022
C 2.42 0.76 -4.10  -0.183
H 2.14 6.06 -1.96  -0.632
C 5.55 3.87 -4.39  -1.219
H -6.37 1.76 -2.51  -0.086
H 6.43 2.60 -2.88  0.016
H 1.76 -3.15 -5.36  0.423
H 2.73 5.69 -5.63  0.713
H -0.06 1.88 -0.70  -1.558
H -1.86 1.92 0.85  -0.477
C 0.63 -0.43 4.19  -1.183
H 6.93 -3.53 5.57  0.430
H 0.04 0.49 -1.69  0.407
H 5.49 -1.72 4.78  0.097
H -4.71 2.29 0.86  -1.095
H -2.15 1.61 -2.03  -1.228
C -5.72 5.39 -1.49  -0.989
H 7.93 0.49 -3.85  0.306
H 6.63 -0.62 -4.26  0.225
N -6.42 -0.58 -4.11  1.041
C 3.09 4.97 1.09  -1.470
H -1.63 0.44 -6.13  0.607
H -3.14 -2.55 0.85  -0.492
N 3.18 5.23 -0.36  0.357
H -3.91 -5.17 3.41  0.206
H -3.21 -1.91 -4.27  0.266
H 2.53 -4.35 4.57  0.201
H -5.07 0.49 7.39  0.559
H -5.08 2.07 9.22  0.321
H -0.78 -3.26 -1.75  -1.104
H -7.63 3.34 0.43  0.240
H -0.74 -2.97 -3.45  0.724
H 3.60 7.78 -0.74  0.394
H -0.94 -8.18 -1.85  0.309
C 7.12 -3.01 4.62  -1.025
H 3.36 -3.80 -5.53  0.423
H 5.85 4.74 -3.83  0.676
H 8.78 -1.32 2.96  0.321
C 5.92 -1.21 2.32  -0.314
C -5.46 -1.54 2.61  0.119
H -2.99 -4.37 0.61  0.217
H -0.60 3.54 -0.17  -0.357
C -4.28 -1.77 -3.93  -0.553
C -3.41 2.12 5.81  0.506
H 5.46 0.19 -7.56  0.402
H -9.16 -0.91 -3.66  0.337
H 3.79 -1.33 1.88  -0.192
H 2.05 -4.27 -0.60  -0.312
C 2.50 7.63 -0.62  -2.166

Output
* gap between HOMO and LUMO: 8.585 eV
* spin multiplicity: 1
* net charge: 0
* HOMO level: -7.94 eV
* energy: -125272.9934 eV